Density functional theory data (ωB97M-V with the def2-TZVPD basis set) for a 2-piece molecular cluster, C25H37BrF17N4O3S overall in a non-equilibrium geometry.

Geometry as XYZ:
```
88
Properties=species:S:1:pos:R:3:mulliken_charge:R:1
C 2.21 -1.43 4.91 -1.25
C 3.39 -1.27 3.95 -0.47
C 3.05 -1.29 2.47 -0.54
Br 2.36 -3.06 2.01 -0.05
N 2.11 -0.19 2.10 1.04
C 1.30 -0.39 0.98 -1.78
N 0.12 -0.94 1.04 1.37
C -0.52 -1.46 2.26 -0.63
C -1.74 -0.64 2.67 -1.12
C -2.73 -0.36 1.56 0.65
F -2.28 0.65 0.79 -0.31
F -2.87 -1.43 0.75 -0.33
C -4.13 -0.02 2.16 0.64
F -4.64 -1.18 2.59 -0.26
F -3.94 0.76 3.22 -0.28
S -5.41 0.84 1.04 1.43
F -4.45 2.11 1.04 -0.29
F -6.16 1.39 2.32 -0.30
F -6.36 -0.42 1.02 -0.30
F -4.67 0.28 -0.25 -0.30
F -6.41 1.61 0.12 -0.28
N 1.83 0.20 -0.12 0.61
C 1.13 0.18 -1.42 -0.87
C 1.61 -1.01 -2.23 -1.24
O 0.73 -2.08 -1.93 0.17
C 0.72 -3.14 -2.84 -1.01
C -0.41 -4.08 -2.45 0.88
F -0.09 -4.70 -1.29 -0.28
F -0.56 -5.02 -3.41 -0.33
C -1.81 -3.43 -2.23 0.47
F -2.69 -4.44 -2.12 -0.30
F -1.81 -2.75 -1.08 -0.13
C -2.33 -2.51 -3.37 0.66
F -3.64 -2.28 -3.15 -0.31
F -1.69 -1.32 -3.31 -0.26
C -2.20 -3.08 -4.80 0.15
F -2.58 -2.11 -5.66 -0.28
F -3.04 -4.12 -4.92 -0.27
C 2.19 1.54 0.45 -0.99
C 0.93 2.41 0.63 -0.18
C 1.16 3.91 0.32 -0.56
C 0.53 4.85 1.36 -0.72
O 0.08 6.07 0.79 -0.55
C 2.81 1.12 1.81 -0.33
C 4.34 1.06 1.70 -1.25
C 4.97 2.47 1.54 -0.06
C 5.59 2.74 0.16 -1.40
O 3.98 3.44 1.88 -0.49
H 1.44 -0.68 4.71 0.25
H 1.77 -2.43 4.86 0.31
H 2.55 -1.28 5.93 0.47
H 4.13 -2.05 4.14 0.51
H 3.87 -0.32 4.18 0.27
H 3.93 -1.24 1.84 0.73
H -0.42 -1.01 0.18 -0.08
H 0.20 -1.43 3.06 -0.01
H -0.79 -2.50 2.07 0.44
H -2.25 -1.20 3.46 0.61
H -1.45 0.32 3.09 0.37
H 1.36 1.12 -1.93 0.64
H 0.04 0.14 -1.32 0.36
H 1.65 -0.80 -3.30 0.58
H 2.62 -1.26 -1.90 0.27
H 0.60 -2.81 -3.88 0.28
H 1.65 -3.72 -2.78 0.41
H -1.19 -3.39 -5.06 0.32
H 2.90 2.05 -0.19 1.09
H 0.56 2.31 1.66 0.37
H 0.12 2.05 -0.02 0.10
H 0.69 4.15 -0.64 0.47
H 2.23 4.11 0.24 0.24
H -0.30 4.34 1.87 0.33
H 1.26 5.12 2.12 0.29
H -0.79 5.95 0.41 0.33
H 2.56 1.85 2.57 0.44
H 4.80 0.56 2.55 0.34
H 4.61 0.46 0.82 0.52
H 5.78 2.54 2.28 0.62
H 6.67 2.85 0.21 0.32
H 5.37 1.94 -0.56 0.34
H 5.15 3.66 -0.26 0.36
H 4.42 4.28 2.06 0.36
C -5.69 -0.33 -5.46 -0.28
C -5.46 0.09 -6.83 0.26
N -5.28 0.44 -7.92 -0.37
H -4.79 -0.80 -5.07 -0.17
H -5.95 0.52 -4.85 0.27
H -6.50 -1.06 -5.42 0.28
```

Net charge: +1

***

Density functional theory data (ωB97M-V with the def2-TZVPD basis set) for C2H5NOSiZn as an isolated structure in a non-equilibrium geometry.

Geometry as XYZ:
```
11
Properties=species:S:1:pos:R:3:mulliken_charge:R:1
C -1.03 -0.97 1.23 -0.86
Si -0.81 0.05 -0.26 0.36
O 0.73 1.08 -0.08 -0.31
C 1.75 0.57 -0.61 0.99
N 2.54 0.09 -1.35 -0.39
H -1.85 -1.68 1.12 0.35
H -1.15 -0.40 2.14 0.35
H -0.12 -1.55 1.37 0.31
H -1.85 1.04 -0.55 -0.01
H -0.61 -0.78 -1.47 0.00
Zn 2.41 2.55 -1.56 1.22
```

Net charge: +2

***

Computed values of gap between HOMO and LUMO (unit: eV) for the preceding records, in sequence: 10.1; 4.6.